[1]
ORCA calculation (the ωB97M-V functional and the def2-TZVPD basis) on a molecular structure, C21H36HgP2Te in a non-equilibrium geometry.

Last column: natural (NBO) charge in e.
Cartesian coordinates (Å):
P: -1.5383 -1.6918 -4.7078  0.803
P: -0.0765 -4.1921 -2.6803  0.809
C: -0.6207 -3.2219 -5.2338  -0.737
C: -1.1220 -4.2034 -4.2374  -0.689
H: 0.4615 -3.0377 -5.1605  0.233
H: -0.8240 -3.5128 -6.2680  0.232
H: -2.0924 -3.8862 -3.8110  0.223
H: -1.2170 -5.2074 -4.6696  0.252
C: 1.3429 -3.0561 -2.6332  -0.995
H: 1.6567 -2.9362 -1.5822  0.308
H: 1.1006 -2.0342 -2.9279  0.277
H: 2.2254 -3.4812 -3.1595  0.252
C: 0.5016 -5.9039 -2.4091  -0.943
H: 0.8548 -6.4147 -3.3226  0.252
H: -0.2547 -6.5557 -1.9452  0.266
H: 1.3196 -5.8697 -1.6723  0.271
C: -1.3328 -0.8960 -6.4210  -0.921
H: -1.7355 0.1190 -6.3254  0.239
H: -1.8820 -1.4165 -7.2236  0.214
H: -0.2885 -0.8289 -6.7558  0.222
C: -3.3624 -2.0148 -5.2523  -0.914
H: -3.9256 -2.4454 -4.4219  0.216
H: -3.4462 -2.6729 -6.1290  0.221
H: -3.7837 -1.0344 -5.5124  0.238
Hg: -1.3182 -3.0070 -1.3323  1.039
C: 0.9881 0.7591 -3.7802  -0.199
C: 0.8717 1.0332 -5.0903  -0.174
C: 0.3231 2.2495 -5.7236  -0.434
C: -0.6410 3.1153 -4.8526  -0.451
C: -2.0149 2.5058 -4.7099  -0.172
C: -2.2519 1.3360 -4.0974  -0.207
C: -1.5228 0.7644 -2.8772  -0.443
C: 0.0134 0.9602 -2.6895  -0.473
C: -2.0755 -1.9085 0.2960  -1.134
H: 1.8824 0.2057 -3.4990  0.202
H: 1.3595 0.3595 -5.8194  0.194
H: -0.1290 1.9722 -6.6830  0.205
H: 1.1957 2.8785 -5.9532  0.226
H: -0.1636 3.2235 -3.8597  0.218
H: -0.7607 4.0901 -5.3719  0.215
H: -2.7483 3.0232 -5.3216  0.201
H: -3.1121 0.7471 -4.4182  0.193
H: -1.7715 -0.3034 -2.7666  0.211
H: -1.9623 1.2171 -1.9792  0.229
H: 0.0644 1.9337 -2.2338  0.223
H: 0.3221 0.2269 -1.9248  0.235
H: -2.0932 -2.5925 1.1501  0.242
H: -3.0878 -1.5750 0.0331  0.199
H: -1.3985 -1.0922 0.5738  0.267
Te: 1.2544 -2.0313 1.3818  -0.554
C: 1.3981 -0.8942 3.0808  -0.225
C: 2.3694 0.1457 3.0243  -0.262
C: 2.3148 1.1453 3.9981  -0.201
C: 1.3730 1.0806 5.0406  -0.262
C: 0.5370 -0.0356 5.1756  -0.211
C: 0.5570 -1.0632 4.2203  -0.265
H: 3.0651 0.1749 2.1824  0.219
H: 2.9882 1.9929 3.9463  0.200
H: 1.3066 1.8931 5.7614  0.203
H: -0.1509 -0.0918 6.0232  0.203
H: -0.0878 -1.9436 4.2757  0.215

Forces on the atoms, in the same order (eV/Å):
-0.49 0.08 -3.75
1.13 -1.99 -2.42
-0.33 0.82 -0.39
0.54 -1.30 1.00
-0.30 0.03 -0.02
-0.15 0.05 0.11
0.15 -0.56 -0.61
0.06 0.01 0.45
1.25 -0.73 -0.29
-0.22 -0.30 0.00
-0.11 -0.17 -0.45
-0.53 0.55 0.03
0.36 -0.38 0.58
-0.11 0.54 0.26
-0.04 0.47 -0.27
-0.12 0.05 -0.30
0.45 0.89 0.29
0.20 -0.13 -0.32
0.07 -0.08 0.59
-0.20 0.05 0.31
0.65 -0.55 0.85
-0.22 0.07 -0.12
0.19 0.17 0.26
0.15 -0.29 0.17
-1.53 1.86 4.23
0.04 -0.72 -1.43
0.73 -0.42 0.22
-1.37 0.45 -0.04
0.32 0.29 0.26
0.72 -0.69 -0.42
0.05 0.33 0.54
0.22 -0.37 -0.28
-0.68 0.17 1.14
-0.92 0.28 -0.43
-0.38 -0.71 -0.07
0.66 0.74 0.56
-0.13 0.30 -0.01
-0.12 -0.13 -0.06
-0.12 0.43 -0.60
0.30 -0.40 0.66
-0.24 -0.69 -0.28
-0.40 0.49 0.53
0.13 0.72 -0.09
-0.10 0.17 -0.22
0.57 0.48 0.43
-0.25 0.47 0.14
-0.07 0.01 -0.26
0.15 0.14 0.40
-0.28 -0.23 -0.42
0.19 -1.28 -1.21
0.42 0.51 0.97
-1.23 -0.06 0.82
-0.28 -0.34 0.14
0.13 -0.31 -0.20
0.13 -0.15 -0.20
0.79 1.00 -0.83
-0.26 0.09 0.34
0.03 0.00 0.01
0.06 -0.17 -0.10
0.21 0.00 -0.23
0.13 0.41 0.03

HOMO-LUMO gap: 4.8 eV
maximum force: 4.87 eV/A
electronic energy: -1925.67300 Eh
LUMO level: -0.017 hartree

=====

[2]
ORCA calculation (the ωB97M-V functional and the def2-TZVPD basis) on 8 unconnected molecules or ions with the total composition C21H36N14O9 in a non-equilibrium geometry.

Last column: Löwdin charge in e.
Cartesian coordinates (Å):
O: 26.7662 -5.0811 2.5966  0.098
C: 27.4385 -4.2140 3.1404  -0.280
C: 28.3738 -3.3663 2.3701  -0.086
C: 28.6260 -3.4910 0.9805  -0.013
C: 29.6357 -2.7782 0.2757  -0.063
C: 30.2057 -1.6839 0.9479  -0.085
C: 30.1828 -1.5666 2.3231  0.010
C: 29.2584 -2.4665 3.0507  -0.020
C: 29.2645 -2.2492 4.5987  -0.253
O: 30.0188 -1.4823 5.2105  0.085
C: 27.9940 -2.7837 5.2020  -0.081
C: 27.7483 -2.3747 6.5638  0.021
C: 26.6391 -2.9615 7.2737  -0.064
C: 25.7860 -3.8340 6.6039  -0.088
C: 25.9286 -4.2011 5.2430  0.025
C: 27.0762 -3.6456 4.5213  -0.043
H: 28.0516 -4.1464 0.3426  0.093
H: 29.5917 -2.9791 -0.7846  0.090
H: 30.8746 -1.0344 0.4027  0.103
H: 30.6868 -0.7250 2.7750  0.117
H: 28.2737 -1.6689 7.1900  0.108
H: 26.5594 -2.8216 8.3417  0.098
H: 25.0232 -4.2943 7.2144  0.096
H: 25.2475 -4.9371 4.8420  0.109
N: 28.6640 -6.2761 -2.0277  0.189
C: 29.6177 -6.9003 -1.3216  -0.621
N: 29.7498 -8.1641 -1.7653  0.166
O: 30.3251 -6.3829 -0.4176  -0.029
H: 28.1029 -6.8873 -2.6037  0.069
H: 28.4575 -5.2900 -2.0985  0.098
H: 29.2361 -8.3664 -2.6110  0.093
H: 30.2470 -8.9000 -1.2842  0.080
N: 26.9269 -8.2933 -5.4089  0.185
C: 26.4625 -8.4154 -4.1758  -0.712
N: 26.4887 -9.6377 -3.6546  0.186
O: 26.0583 -7.4500 -3.5556  -0.017
H: 26.9879 -9.1400 -5.9561  0.114
H: 27.3526 -7.4074 -5.6415  0.068
H: 26.8536 -10.4842 -4.0674  0.120
H: 25.9877 -9.5871 -2.7791  0.124
N: 28.2074 -3.5798 -4.3820  0.148
C: 27.4658 -4.6621 -4.7313  -0.705
N: 26.2584 -4.5104 -4.1599  0.162
O: 27.8756 -5.6781 -5.2439  0.033
H: 29.1898 -3.7203 -4.5697  0.107
H: 27.9105 -2.6839 -4.0225  0.111
H: 25.7909 -5.3823 -4.3629  0.089
H: 25.8196 -3.6070 -4.2672  0.119
N: 33.7831 -8.1601 -0.4058  0.161
C: 33.1577 -8.8469 0.5645  -0.752
N: 31.9400 -8.3535 0.7716  0.149
O: 33.5498 -9.8145 1.1763  0.034
H: 34.6231 -8.3873 -0.9187  0.107
H: 33.3182 -7.3406 -0.7697  0.097
H: 31.3707 -9.1168 1.1084  0.118
H: 31.4640 -7.6065 0.2863  0.026
N: 23.2922 -6.8864 -1.9051  0.154
C: 23.9295 -5.8769 -1.3374  -0.898
N: 25.1626 -5.9614 -1.5484  0.175
O: 23.4363 -5.1335 -0.6171  0.105
H: 22.4985 -7.2238 -1.3794  0.112
H: 23.7392 -7.4169 -2.6392  0.082
H: 25.4815 -6.6074 -2.2562  0.031
H: 25.7369 -5.3710 -0.9640  0.123
N: 34.2316 -5.0587 2.4091  0.181
C: 33.1899 -4.3559 2.3110  -0.875
N: 32.2375 -4.9476 1.7872  0.212
O: 33.1225 -3.2168 2.7428  0.025
H: 35.1137 -4.7166 2.7628  0.128
H: 34.1353 -6.0442 2.2101  0.112
H: 31.4155 -4.3837 1.6250  0.107
H: 32.2450 -5.8613 1.3567  0.087
N: 32.3723 -9.2869 -4.4148  0.148
C: 32.2401 -10.1987 -3.4822  -0.777
N: 33.0912 -11.1715 -3.7434  0.168
O: 31.6035 -9.9759 -2.4985  0.055
H: 31.6462 -8.5854 -4.4400  0.105
H: 33.1313 -9.0338 -5.0313  0.112
H: 33.3644 -11.5837 -2.8628  0.121
H: 33.5135 -11.3259 -4.6478  0.115

Forces on the atoms, in the same order (eV/Å):
0.99 0.39 0.86
-2.36 1.10 -0.46
3.10 0.93 -0.20
0.69 0.04 -0.33
-2.86 0.26 1.93
1.47 -0.86 -0.65
-2.91 -1.85 0.34
1.98 1.80 0.16
-0.86 1.51 -1.05
-1.22 -2.03 -1.50
-0.43 0.32 2.11
-2.46 -1.79 0.12
1.76 0.28 -2.08
0.09 -0.32 -0.61
2.24 1.71 0.68
-0.24 -1.60 1.44
-0.26 -0.43 0.48
0.77 0.38 -0.13
-0.01 0.22 -0.13
0.08 -0.41 0.48
0.86 0.02 -0.78
-0.23 0.27 -0.02
-0.31 -0.15 -0.22
0.20 0.12 -0.45
-1.17 0.65 -0.76
1.52 0.79 1.40
-0.28 -0.53 0.06
-1.07 -0.53 -1.27
-0.28 0.63 -0.01
0.42 -0.23 0.44
0.42 -0.60 0.36
0.14 0.35 -0.33
0.40 -0.63 -1.46
0.59 -0.18 -1.27
-0.83 -0.67 1.54
-0.36 0.83 0.83
0.46 0.52 -0.14
-0.19 0.23 -0.43
-0.18 0.37 0.20
0.20 -1.10 0.13
2.88 0.04 -1.06
-0.09 1.91 2.07
-1.40 -1.36 -0.81
0.82 -0.44 -0.64
-0.03 0.61 -0.11
-0.25 -0.57 -0.03
-1.30 0.34 0.31
-0.36 -0.41 0.20
1.57 1.57 -1.68
0.34 -0.46 -0.51
-2.28 -0.39 1.47
0.94 -0.74 -0.05
-0.09 -0.43 0.81
-0.05 -0.29 -0.02
-0.35 0.55 0.48
-0.05 0.14 -0.45
-3.11 -2.59 -1.93
-0.71 -3.05 -1.25
6.86 0.75 -0.92
-3.98 5.40 5.02
-0.01 -0.05 -0.70
-0.37 -0.25 0.47
0.80 0.32 0.68
0.27 -0.12 -0.59
6.32 -4.28 0.50
1.35 5.36 2.77
-7.71 -3.12 -3.90
-0.13 1.93 0.30
-0.53 0.01 0.04
0.60 0.14 0.10
-0.09 -0.32 -0.01
0.06 0.26 0.19
-1.72 4.38 -3.60
1.89 1.21 -0.77
0.88 -2.90 1.66
-1.63 -1.18 2.10
0.13 0.06 0.22
0.10 -0.91 0.38
0.55 -0.94 -0.64
-0.03 -0.01 0.62

SMILES: O=C1c2ccccc2C(=O)c2ccccc21.NC(N)=O.NC(N)=O.NC(N)=O.NC(N)=O.NC(N)=O.NC(N)=O.NC(N)=O
HOMO-LUMO gap: 8.0 eV
maximum force: 9.19 eV/A
electronic energy: -2265.69211 Eh
LUMO level: -0.027 hartree

=====

Number 1: HOMO -5.30 eV. Number 2: HOMO -8.71 eV.